<P>
2 unconnected molecules or ions with the total composition C2H8N2O, computed with ωB97M-V/def2-TZVPD.

Last column: natural (NBO) charge in e.
CARTESIAN COORDINATES (ANGSTROEM)
1 C 0.3093 2.1988 -0.3018  -0.42
2 N -1.0453 2.0414 0.4623  -0.63
3 C -1.4395 0.7852 0.6694  0.29
4 N -2.3124 0.7860 1.6006  -0.78
5 H -0.0013 2.0423 -1.3908  0.21
6 H 0.6643 3.1284 -0.1057  0.20
7 H 1.0080 1.5162 0.1760  0.19
8 H -1.3204 2.5340 1.3941  0.42
9 H -0.8599 -0.0835 0.0470  0.16
10 H -2.8039 -0.0335 1.9353  0.35
11 H 2.0210 -4.8926 -2.0019  0.46
12 H 2.8079 -5.0496 -0.7315  0.46
13 O 2.9722 -4.9731 -1.7529  -0.93

Properties
SMILES string = [H]/N=C/NC.O
E_HOMO = -0.3180 Eh
orbital gap = 9.329 eV

<Q>
2 unconnected molecules or ions with the total composition C2H8N2O, computed with ωB97M-V/def2-TZVPD.

Last column: natural (NBO) charge in e.
CARTESIAN COORDINATES (ANGSTROEM)
1 C 0.0985 -1.5450 -0.9518  -0.46
2 N -1.3155 -0.3959 1.1583  -0.85
3 C -1.5692 -0.1440 -0.1972  0.27
4 N -1.0025 -0.6323 -1.2108  -0.47
5 H -0.2823 -2.5507 -0.7504  0.20
6 H 0.7172 -1.6527 -1.8435  0.21
7 H 0.8048 -1.2248 -0.1756  0.17
8 H -0.5737 -1.0100 1.3915  0.39
9 H -1.5675 0.3878 1.7309  0.39
10 H -2.5322 0.3728 -0.2265  0.16
11 H 2.4325 2.4512 1.0047  0.46
12 H 1.9862 3.2209 -0.0868  0.46
13 O 2.8036 2.7229 0.1572  -0.92

Properties
SMILES string = C/N=C\N.O
E_HOMO = -0.3440 Eh
orbital gap = 9.889 eV

<R>
2 unconnected molecules or ions with the total composition C2H8N2O, computed with ωB97M-V/def2-TZVPD.

Last column: natural (NBO) charge in e.
CARTESIAN COORDINATES (ANGSTROEM)
1 C 0.8674 -0.2673 -1.1943  -0.02
2 C 1.1622 0.8833 -0.5879  -0.16
3 N 2.6391 1.0625 -0.1302  -0.82
4 N -0.2695 -0.5818 -1.9671  -0.84
5 H 1.4881 -1.0966 -0.8881  0.20
6 H 0.5721 1.8337 -0.5753  0.17
7 H 2.9487 1.7955 -0.7667  0.35
8 H 2.5693 1.7253 0.7774  0.34
9 H -0.9140 0.1245 -2.3943  0.40
10 H -0.4981 -1.5423 -2.0502  0.39
11 H -2.9260 -1.7801 3.2669  0.46
12 H -3.8451 -0.6317 3.1114  0.47
13 O -3.7942 -1.5252 3.3984  -0.93

Properties
SMILES string = N/C=C/N.O
E_HOMO = -0.2982 Eh
orbital gap = 8.860 eV

Most favorable first, least favorable last: <Q>, <R>, <P>

<P>
A molecular structure, C24H28B2CdN4O16, computed with ωB97M-V/def2-TZVPD.

Last column: Löwdin spin population.
CARTESIAN COORDINATES (ANGSTROEM)
1 Cd 0.3702 0.4763 0.3847  0.00
2 O -6.2800 1.9463 5.6445  0.00
3 C -5.3631 2.3748 4.8818  0.00
4 O -4.6439 1.7289 4.0079  0.00
5 B -3.7944 2.6808 3.2750  0.00
6 O -3.8488 3.9508 4.0523  0.00
7 C -4.7696 3.8105 5.0058  0.00
8 O -5.1076 4.6699 5.8614  0.00
9 O -4.1831 2.9185 1.8620  0.00
10 C -3.2391 2.4790 1.0728  0.00
11 O -3.2282 2.3818 -0.1730  0.00
12 C -2.0596 2.0027 1.9702  0.00
13 O -2.4194 2.1789 3.2002  0.00
14 O -0.9779 1.4981 1.5892  0.00
15 O 1.5238 0.1892 -3.6633  0.18
16 C 2.2100 -0.6960 -3.2175  0.20
17 O 2.9808 -1.5828 -3.9792  0.05
18 B 3.4435 -2.6416 -3.0832  0.01
19 O 3.0625 -2.2046 -1.7461  0.12
20 C 2.3091 -1.1909 -1.7644  0.26
21 O 1.7300 -0.6202 -0.8316  0.15
22 O 2.9582 -3.9808 -3.4438  0.00
23 C 3.9785 -4.9013 -3.2891  0.00
24 O 3.8813 -6.1097 -3.3717  0.00
25 C 5.2784 -4.0973 -3.1432  0.00
26 O 4.9304 -2.8187 -3.1648  0.00
27 O 6.3884 -4.6330 -3.2402  0.00
28 C -0.1243 -4.6394 0.5063  0.00
29 C -0.0262 -4.7220 2.0366  0.00
30 C 0.9760 -3.6983 2.6020  0.00
31 C 0.7156 -2.2865 2.1524  0.00
32 N 0.4349 -1.2081 1.7828  0.00
33 H 0.8448 -4.6905 0.0100  0.00
34 H -0.5493 -3.6761 0.2244  0.00
35 H -0.6595 -5.4603 0.0291  0.00
36 H 0.2672 -5.7499 2.2497  0.00
37 H -1.0191 -4.5577 2.4552  0.00
38 H 2.0081 -3.8108 2.2702  0.00
39 H 0.9282 -3.6837 3.6908  0.00
40 C -5.2871 -1.3178 -0.4176  0.00
41 C -4.5622 -1.9966 -1.5771  0.00
42 C -3.0881 -2.4058 -1.3110  0.00
43 C -2.1173 -1.3746 -0.8362  0.00
44 N -1.3344 -0.6185 -0.5008  0.00
45 H -5.3767 -1.9144 0.4902  0.00
46 H -6.2416 -0.9835 -0.8240  0.00
47 H -4.7219 -0.4740 -0.0218  0.00
48 H -4.5341 -1.3127 -2.4253  0.00
49 H -5.0619 -2.8978 -1.9327  0.00
50 H -2.6623 -2.8353 -2.2178  0.00
51 H -2.9676 -3.1207 -0.4970  0.00
52 C -1.6787 4.8591 -2.7650  0.00
53 C -1.0245 3.9321 -3.7792  0.00
54 C 0.2803 3.3143 -3.3664  0.00
55 C 0.1864 2.5158 -2.1365  0.00
56 N 0.0792 1.8538 -1.1548  0.00
57 H -2.0330 4.2972 -1.9008  0.00
58 H -2.5783 5.2792 -3.2149  0.00
59 H -1.1014 5.7098 -2.4029  0.00
60 H -0.7655 4.5738 -4.6214  0.00
61 H -1.7729 3.2059 -4.0963  0.00
62 H 1.0114 4.1134 -3.2431  0.00
63 H 0.7026 2.6355 -4.1073  0.00
64 C 5.8216 1.6969 1.0284  0.00
65 C 5.5224 1.9055 2.5410  0.00
66 C 4.0122 2.3492 2.7854  0.00
67 C 2.9119 1.7522 2.0428  0.00
68 N 2.0349 1.2789 1.4819  0.00
69 H 6.8706 1.5070 0.8010  0.00
70 H 5.5885 2.5763 0.4281  0.00
71 H 5.1870 0.8783 0.6890  0.00
72 H 6.2215 2.6590 2.9038  0.00
73 H 5.7505 1.0182 3.1317  0.00
74 H 3.9248 3.3838 2.4539  0.00
75 H 3.8764 2.3302 3.8668  0.00

Properties
E_HOMO (alpha / beta) = -0.0508 / -0.2015 Eh
orbital gap (alpha / beta) = 3.079 / 7.180 eV
total charge = -1
2S+1 = 2
⟨S²⟩ = 0.753

<Q>
A molecular structure, C24H28B2CdN4O16, computed with ωB97M-V/def2-TZVPD.

Last column: Löwdin spin population.
CARTESIAN COORDINATES (ANGSTROEM)
1 Cd -11.2296 7.3800 22.9318  0.00
2 O -13.7266 0.4750 21.8090  0.00
3 C -14.1335 1.5531 22.2253  0.00
4 O -13.6615 2.2092 23.3296  0.00
5 B -14.1858 3.5803 23.3627  0.00
6 O -15.1278 3.6600 22.1921  0.00
7 C -15.1243 2.4671 21.5257  0.00
8 O -15.7604 2.2071 20.4606  0.00
9 O -13.1613 4.5956 23.2230  0.00
10 C -13.2336 5.4679 24.2020  0.00
11 O -12.5154 6.4423 24.3432  0.00
12 C -14.5142 5.1704 25.0488  0.00
13 O -14.9665 3.9823 24.5889  0.00
14 O -15.0340 5.8038 26.0110  0.00
15 O -12.2634 6.7527 21.2174  0.17
16 C -13.0962 6.5427 20.3358  0.29
17 O -14.3781 6.1816 20.5212  0.11
18 B -15.0429 6.1722 19.2101  0.01
19 O -14.0032 6.6131 18.1972  0.06
20 C -12.9367 6.9123 18.8633  0.17
21 O -11.9205 7.4696 18.3845  0.15
22 O -15.5379 4.7740 18.9505  0.00
23 C -16.8001 4.7338 19.1081  0.00
24 O -17.4034 3.6514 19.1594  0.00
25 C -17.3293 6.2000 19.1964  0.00
26 O -16.2838 6.9502 19.2227  0.00
27 O -18.5037 6.5710 19.2908  0.00
28 C -7.0754 5.9676 19.5178  0.00
29 C -6.7752 7.3890 19.8892  0.00
30 C -7.9762 8.2593 19.6239  0.00
31 C -8.9879 8.1873 20.6694  0.00
32 N -9.7516 8.0722 21.5158  0.00
33 H -6.1924 5.3569 19.3292  0.00
34 H -7.6204 5.9714 18.5738  0.00
35 H -7.7169 5.4764 20.2494  0.00
36 H -5.9091 7.7569 19.3392  0.00
37 H -6.4983 7.4054 20.9433  0.00
38 H -8.5239 7.9615 18.7298  0.00
39 H -7.7782 9.3001 19.3679  0.00
40 C -6.3540 9.2861 27.4219  0.00
41 C -7.1739 8.7496 26.1772  0.00
42 C -8.5793 8.2122 26.6766  0.00
43 C -9.3989 8.0261 25.5143  0.00
44 N -10.0534 7.8572 24.6211  0.00
45 H -6.2762 8.4479 28.1144  0.00
46 H -6.9140 9.9361 28.0941  0.00
47 H -5.4288 9.7619 27.0966  0.00
48 H -6.6132 7.8915 25.8066  0.00
49 H -7.2079 9.4692 25.3592  0.00
50 H -9.0326 8.9218 27.3688  0.00
51 H -8.5099 7.2349 27.1541  0.00
52 C -14.9872 9.8259 19.7773  0.00
53 C -13.6766 10.6797 20.0100  0.00
54 C -13.4345 11.1442 21.4008  0.00
55 C -12.7602 10.0603 22.1742  0.01
56 N -12.2595 9.2291 22.8044  0.00
57 H -15.0858 9.0621 20.5486  0.00
58 H -14.9130 9.3354 18.8068  0.00
59 H -15.8895 10.4240 19.9049  0.00
60 H -13.7519 11.5458 19.3526  0.00
61 H -12.8197 10.0979 19.6705  0.00
62 H -14.3091 11.4288 21.9858  0.00
63 H -12.8515 12.0643 21.4406  0.00
64 C -10.4702 2.5655 25.3428  0.00
65 C -9.6551 2.2287 24.0986  0.00
66 C -10.1715 2.8614 22.7800  0.00
67 C -10.2204 4.3248 22.7970  0.00
68 N -10.3002 5.4615 22.7494  0.00
69 H -10.1303 2.1775 26.3031  0.00
70 H -11.5062 2.2402 25.2485  0.00
71 H -10.4636 3.6526 25.4213  0.00
72 H -9.6417 1.1394 24.0615  0.00
73 H -8.6426 2.6094 24.2333  0.00
74 H -11.0786 2.3804 22.4143  0.00
75 H -9.3726 2.5214 22.1210  0.00

Properties
E_HOMO (alpha / beta) = -0.0464 / -0.1908 Eh
orbital gap (alpha / beta) = 2.543 / 6.472 eV
total charge = -1
2S+1 = 2
⟨S²⟩ = 0.753

Most favorable first, least favorable last: <P>, <Q>

<P>
C4H7PS in the gas phase, computed with ωB97M-V/def2-TZVPD.

Last column: natural (NBO) charge in e.
CARTESIAN COORDINATES (ANGSTROEM)
1 C -1.2123 -0.3762 -0.1799  -0.50
2 C -0.6984 0.8357 0.4986  -0.66
3 C -0.3228 -1.5561 -0.1785  -0.42
4 C 2.2445 0.1737 -0.1252  -0.87
5 P 1.0247 1.5895 -0.1217  0.52
6 S 1.3974 -1.3595 0.0252  0.58
7 H -2.3237 -0.5968 0.1852  0.23
8 H -1.4273 -0.2087 -1.2229  0.23
9 H -1.4229 1.7336 0.3108  0.24
10 H -0.7232 0.7486 1.6363  0.24
11 H -0.4302 -2.6590 -0.0644  0.25
12 H 3.0264 0.1501 0.6460  0.23
13 H 0.8679 1.5250 -1.4094  -0.06

Properties
E_HOMO (alpha / beta) = -0.2832 / -0.2871 Eh
orbital gap (alpha / beta) = 7.364 / 7.705 eV

<Q>
A molecular structure, C4H7PS, computed with ωB97M-V/def2-TZVPD.

Last column: natural (NBO) charge in e.
CARTESIAN COORDINATES (ANGSTROEM)
1 C 0.4327 0.9598 0.3148  -0.47
2 C 0.8333 -0.3604 -0.4603  -0.61
3 C -0.8784 1.3364 -0.2584  -0.32
4 C -1.8621 -1.0164 0.6449  -1.01
5 P -0.5362 -1.7409 -0.1600  0.56
6 S -2.3345 0.4807 -0.1709  0.61
7 H 0.5093 0.7209 1.3019  0.23
8 H 1.1590 1.7286 -0.0018  0.23
9 H 0.8873 -0.3188 -1.4977  0.21
10 H 1.7227 -0.7584 -0.0851  0.21
11 H -0.7449 1.8948 -1.0976  0.19
12 H -2.4777 -1.3416 1.4612  0.25
13 H -0.9261 -1.4347 -1.5473  -0.08

Properties
E_HOMO (alpha / beta) = -0.2801 / -0.2849 Eh
orbital gap (alpha / beta) = 6.805 / 7.157 eV

Most favorable first, least favorable last: <Q>, <P>